Record 1
10
Properties=species:S:1:pos:R:3 method="wB97M-V/def2-TZVPD" de_lowest_ev=0.000 homo_lumo_gap_ev=8.878
C 0.515 0.428 0.461
C -0.080 -0.831 -0.141
O -0.747 -1.430 2.366
F 1.868 0.128 0.729
S -0.011 -2.046 1.291
I -1.290 -3.790 0.202
H -0.074 0.808 1.318
H 0.690 1.216 -0.178
H -1.152 -0.712 -0.344
H 0.549 -1.140 -0.850

=====

Record 2
9
Properties=species:S:1:pos:R:3 method="wB97M-V/def2-TZVPD" de_lowest_ev=6.482 homo_lumo_gap_ev="9.777 / 8.491"
C -0.968 0.663 -1.276
C 0.405 -0.682 0.886
N 0.337 0.687 0.943
O -0.870 -0.482 -1.504
F 1.530 1.229 0.234
H -1.386 1.495 -1.815
H 0.277 -1.089 -0.182
H 1.282 -0.931 1.510
H -0.606 -0.893 1.204

=====

Record 3
10
Properties=species:S:1:pos:R:3 method="wB97M-V/def2-TZVPD" de_lowest_ev=3.049 homo_lumo_gap_ev="8.669 / 7.002"
C -0.924 -0.374 0.316
C 1.196 -1.489 0.031
N -0.135 -1.285 0.447
O -1.877 2.700 -1.276
F -0.406 3.079 0.763
S -0.561 2.382 -0.775
H -1.928 -0.317 0.679
H 1.840 -1.487 0.914
H 1.254 -2.479 -0.426
H 1.540 -0.729 -0.675

=====

Record 4
10
Properties=species:S:1:pos:R:3 method="wB97M-V/def2-TZVPD" de_lowest_ev=2.948 multiplicity=3 s2=2.0196 homo_lumo_gap_ev="5.325 / 9.356"
C -1.690 1.345 -0.941
C -1.482 -0.459 0.659
N -1.442 0.425 -0.201
O 1.478 -1.178 0.992
F 1.971 0.937 -0.303
S 1.670 -0.687 -0.350
H -0.825 1.922 -1.283
H -1.372 -0.160 1.726
H 3.155 -0.685 -0.734
H -1.462 -1.460 0.435

=====

Record 5
9
Properties=species:S:1:pos:R:3 method="wB97M-V/def2-TZVPD" de_lowest_ev=2.479 homo_lumo_gap_ev=8.840
C 0.733 0.025 -0.172
C -0.421 -1.029 0.037
H 0.642 2.313 0.162
H -0.849 1.354 -0.155
H -0.245 -2.164 -0.561
H -0.695 -1.071 1.388
N 0.149 1.287 -0.125
F -1.623 -0.347 -0.369
S 2.308 -0.366 -0.205

=====

Record 6
9
Properties=species:S:1:pos:R:3 method="wB97M-V/def2-TZVPD" de_lowest_ev=0.893 homo_lumo_gap_ev=9.438
C -0.240 0.666 0.184
C 1.143 0.313 -0.136
O -0.714 1.533 0.825
F -2.710 -0.547 0.471
P -1.473 -0.567 -0.683
H 1.880 0.953 0.279
H 1.244 -0.687 0.238
H 1.362 0.270 -1.220
H -0.491 -1.932 0.041

=====

Record 7
8
Properties=species:S:1:pos:R:3 method="wB97M-V/def2-TZVPD" de_lowest_ev=2.228 homo_lumo_gap_ev=9.818 smiles="[H]/P=C(/C)F"
H -1.955 1.527 1.617
P -1.050 0.271 1.564
C -0.421 0.464 0.052
C 0.779 -0.825 -0.539
F -0.525 1.689 -0.574
H 1.611 -0.800 0.151
H 1.209 -0.541 -1.527
H 0.352 -1.784 -0.743

=====

Record 8
8
Properties=species:S:1:pos:R:3 method="wB97M-V/def2-TZVPD" de_lowest_ev=2.305 homo_lumo_gap_ev=10.384 smiles="F/C=C/P"
F 2.534 -0.241 -0.156
C 1.380 0.163 0.356
C 0.244 -0.412 0.036
P -1.860 -0.426 0.122
H 1.519 1.141 0.797
H 0.252 -1.270 -0.665
H -2.400 0.930 0.539
H -1.670 0.114 -1.030